20
Properties=species:S:1:pos:R:3:mulliken_charge:R:1 method="wB97M-V/def2-TZVPD" e_above_lowest_ev=1.842 max_force_ev_per_a=1.71 homo_ev=-8.86 multiplicity=1 smiles="CC(C)(C)[C@@]1(N)C=N1" homo_lumo_gap_ev=9.8
C -0.76 -0.47 -1.52 -1.6418
C -0.41 -0.05 -0.09 1.8388
C -1.28 1.13 0.33 -1.9497
C -0.69 -1.29 0.88 -1.6517
C 1.08 0.28 0.02 0.7055
N 1.42 1.51 0.66 -0.5227
C 1.98 -0.85 0.12 -0.7220
N 2.00 -0.32 -1.03 -0.6588
H -0.16 -1.33 -1.83 0.3992
H -0.55 0.34 -2.21 0.3886
H -1.81 -0.74 -1.59 0.4319
H -2.33 0.82 0.33 0.4373
H -1.01 1.47 1.32 0.4284
H -1.18 1.96 -0.37 0.4118
H -1.75 -1.53 0.80 0.4519
H -0.16 -2.19 0.58 0.3956
H -0.46 -1.02 1.91 0.3602
H 1.21 2.30 0.05 0.2365
H 2.40 1.54 0.89 0.2878
H 2.46 -1.57 0.74 0.3731



34
Properties=species:S:1:pos:R:3:mulliken_charge:R:1 method="wB97M-V/def2-TZVPD" max_force_ev_per_a=1.44 homo_ev=-10.94 multiplicity=1 charge=+1 homo_lumo_gap_ev=3.8
N -3.75 1.28 4.83 -0.6022
P -2.07 1.54 4.78 0.2054
O -1.60 0.71 6.17 -0.3563
B -1.40 0.57 3.27 0.2875
P 0.40 0.42 2.64 0.5564
O 0.65 1.59 1.71 -0.5791
O 1.54 0.11 3.68 -0.4489
O 0.43 -0.97 1.82 -0.5218
H -3.96 0.30 4.68 0.3028
H -4.18 1.76 4.04 0.3052
H -1.68 1.30 6.93 0.4003
H -2.25 0.02 2.62 -0.0706
H 2.00 0.91 3.98 0.3568
H -0.40 -1.15 1.36 0.3512
C 1.26 0.90 -3.55 -0.7521
C -0.06 0.65 -2.79 0.8240
C 0.02 -0.07 -1.45 0.1452
F 0.47 -1.31 -1.52 -0.2428
F -1.31 -0.15 -0.94 -0.3113
F -0.94 0.03 -3.58 -0.2485
F -0.57 1.88 -2.48 -0.3330
O 1.58 0.00 -4.58 -0.3815
C 2.25 -1.18 -4.33 0.7776
C 1.40 -2.40 -4.69 0.1910
F 0.25 -2.39 -3.98 -0.2196
F 2.08 -3.51 -4.37 -0.2429
F 2.69 -1.24 -3.06 -0.2874
F 3.33 -1.20 -5.14 -0.2846
H 1.10 1.85 -4.06 0.4500
H 2.09 1.05 -2.86 0.3753
H 0.63 0.50 -0.73 0.3713
H 1.16 -2.40 -5.76 0.2690
Be -1.41 1.02 0.76 0.6647
Br 0.24 -0.41 6.60 0.0487



16
Properties=species:S:1:pos:R:3:mulliken_charge:R:1 method="wB97M-V/def2-TZVPD" e_above_lowest_ev=0.846 max_force_ev_per_a=3.01 homo_ev=-9.03 multiplicity=1 smiles=OCCCCS homo_lumo_gap_ev=10.0
O -2.34 1.79 0.66 -0.5318
C -1.47 0.70 1.02 -0.3286
C -0.76 0.18 -0.22 -0.7407
C 0.74 0.24 -0.36 -0.6750
C 1.33 -1.15 -0.67 -0.6101
S 3.11 -0.82 -0.77 -0.2582
H -3.11 1.81 1.24 0.2955
H -0.75 1.22 1.68 0.2166
H -2.02 -0.08 1.52 0.2947
H -1.27 0.69 -1.07 0.4041
H -1.19 -0.82 -0.44 0.3840
H 1.19 0.70 0.54 0.4166
H 0.86 0.95 -1.22 0.2532
H 1.08 -1.81 0.15 0.4030
H 0.97 -1.58 -1.60 0.3619
H 3.62 -2.02 -0.46 0.1149



134
Properties=species:S:1:pos:R:3:mulliken_charge:R:1 method="wB97M-V/def2-TZVPD" max_force_ev_per_a=3.27 homo_ev=-8.44 multiplicity=1 smiles="CC(=O)OCC[C@](CCO[Si](C)(C)C)(CC(=O)O)O[C@@](O)(Cl)[C@H](I)O[C@H](COO)COCOCCO.CN(C)C=O.CN(C)C=O.CN(C)C=O.CN(C)C=O.CN(C)C=O" homo_lumo_gap_ev=8.8
C 5.38 2.93 4.60 -1.3964
C 4.67 1.65 4.83 0.9237
O 5.22 0.66 5.12 -0.5374
O 3.34 1.72 4.67 -0.2769
C 2.85 0.66 3.80 -0.0020
C 1.50 0.94 3.27 -1.9797
C 1.34 2.24 2.45 1.9104
C 2.63 2.67 1.77 -1.9590
C 3.41 1.68 0.89 -1.8477
O 2.77 0.47 0.65 0.2153
Si 3.82 -0.72 0.13 0.5929
C 4.38 -0.19 -1.59 -1.2365
C 2.96 -2.36 0.07 -1.1105
C 5.28 -0.94 1.28 -1.2863
C 1.03 3.34 3.50 -0.9947
C -0.44 3.51 3.67 -0.1143
O -1.11 2.66 4.12 -0.6061
O -0.93 4.66 3.26 -0.4168
O 0.20 1.97 1.60 -0.0197
C -0.05 2.83 0.61 0.8538
O 0.32 4.11 0.90 -0.2573
Cl 0.79 2.40 -0.98 -0.2274
C -1.64 2.81 0.24 -1.6902
I -2.31 4.87 0.04 -0.0168
O -2.36 2.20 1.22 0.1493
C -3.13 1.09 0.82 0.5106
C -4.62 1.56 0.71 -1.1774
O -4.77 2.91 0.96 -0.1953
O -4.98 3.00 2.37 -0.4059
C -3.09 0.01 1.84 -1.6154
O -1.96 -0.76 1.67 0.3070
C -2.22 -2.13 1.65 -0.3613
O -1.20 -2.86 2.21 -0.4906
C -1.03 -2.61 3.58 0.3107
C -2.18 -3.06 4.45 -0.8950
O -2.85 -4.19 3.94 -0.5392
H 5.63 3.07 3.57 0.2369
H 4.76 3.74 4.95 0.4142
H 6.25 2.93 5.20 0.4422
H 3.59 0.43 3.07 -0.5830
H 2.78 -0.23 4.40 0.7281
H 1.12 0.14 2.67 0.3918
H 0.83 1.04 4.09 0.7485
H 2.49 3.58 1.22 1.0072
H 3.31 2.94 2.56 0.6474
H 4.39 1.54 1.33 0.5889
H 3.61 2.16 -0.06 0.4652
H 3.54 0.34 -2.01 0.2916
H 5.19 0.51 -1.52 0.3142
H 4.62 -1.05 -2.18 0.3998
H 2.10 -2.35 -0.54 0.2310
H 3.70 -3.05 -0.29 0.4090
H 2.74 -2.67 1.07 0.3266
H 5.87 -0.03 1.29 0.3672
H 5.00 -1.12 2.31 0.3232
H 5.94 -1.72 0.96 0.4982
H 1.38 3.07 4.47 0.7377
H 1.45 4.26 3.16 0.6396
H -1.85 4.65 3.55 0.4255
H 1.04 4.36 0.33 0.4157
H -1.80 2.39 -0.73 1.0060
H -2.80 0.63 -0.10 0.6591
H -5.24 1.05 1.43 0.6262
H -4.98 1.34 -0.27 0.2949
H -5.08 3.95 2.49 0.2992
H -3.15 0.44 2.83 0.0760
H -4.00 -0.56 1.71 0.7422
H -2.30 -2.43 0.61 0.1740
H -3.17 -2.39 2.11 0.2392
H -0.16 -3.16 3.87 0.4814
H -0.79 -1.56 3.72 -0.2046
H -2.88 -2.25 4.54 0.3464
H -1.85 -3.29 5.45 0.4341
H -3.72 -3.93 3.67 0.3159
C -1.72 -1.82 -5.08 -0.8543
N -1.78 -2.26 -3.69 0.2051
C -1.19 -3.54 -3.33 -0.9007
C -2.36 -1.53 -2.74 0.1885
O -2.43 -1.85 -1.56 -0.7296
H -2.22 -2.56 -5.71 0.2647
H -0.68 -1.74 -5.39 0.3716
H -2.20 -0.86 -5.19 0.2779
H -1.95 -4.20 -2.90 0.2985
H -0.41 -3.40 -2.58 0.1803
H -0.76 -4.01 -4.21 0.3947
H -2.78 -0.58 -3.11 0.2512
C -2.81 9.14 -3.66 -0.9112
N -3.31 9.00 -2.31 0.0806
C -4.50 9.73 -1.91 -0.9385
C -2.71 8.21 -1.40 0.2667
O -3.09 8.06 -0.26 -0.6440
H -2.55 10.18 -3.86 0.3371
H -3.57 8.82 -4.38 0.3352
H -1.92 8.53 -3.80 0.2924
H -4.27 10.39 -1.08 0.2904
H -5.27 9.03 -1.59 0.2893
H -4.86 10.32 -2.75 0.3795
H -1.82 7.70 -1.80 0.2137
C 5.12 0.20 8.42 -0.8186
N 6.07 0.66 9.43 0.1343
C 7.49 0.55 9.15 -0.9704
C 5.68 1.17 10.60 0.1336
O 6.44 1.56 11.47 -0.5927
H 5.28 -0.86 8.22 0.3067
H 5.26 0.77 7.50 0.2574
H 4.10 0.35 8.78 0.3025
H 7.97 -0.08 9.90 0.3240
H 7.95 1.53 9.19 0.3034
H 7.64 0.12 8.16 0.3606
H 4.59 1.21 10.72 0.2551
C -5.89 -5.94 -6.19 -0.9329
N -4.96 -4.90 -6.58 0.1217
C -5.11 -3.56 -6.02 -0.7128
C -3.96 -5.11 -7.44 0.2341
O -3.15 -4.26 -7.79 -0.6251
H -6.91 -5.65 -6.46 0.3341
H -5.84 -6.10 -5.11 0.3364
H -5.64 -6.87 -6.70 0.3058
H -5.26 -2.84 -6.83 0.2990
H -4.19 -3.30 -5.49 0.0286
H -5.95 -3.53 -5.34 0.3958
H -3.92 -6.15 -7.82 0.2245
C 1.30 -7.46 -9.23 -0.9112
N -0.12 -7.29 -9.04 0.1530
C -0.71 -5.96 -9.16 -0.8212
C -0.94 -8.31 -8.75 0.1139
O -2.14 -8.22 -8.58 -0.5736
H 1.85 -6.86 -8.50 0.3226
H 1.59 -7.14 -10.23 0.3223
H 1.58 -8.50 -9.10 0.3014
H -1.20 -5.69 -8.23 0.1897
H -1.46 -5.96 -9.95 0.2729
H 0.06 -5.23 -9.40 0.3727
H -0.41 -9.28 -8.67 0.2384



33
Properties=species:S:1:pos:R:3:mulliken_charge:R:1 method="wB97M-V/def2-TZVPD" max_force_ev_per_a=0.28 homo_ev=-4.91 multiplicity=1 charge=-1 homo_lumo_gap_ev=5.3
O -0.62 2.03 2.66 -0.6916
S 0.73 1.50 2.63 1.1004
O 1.84 2.40 2.84 -0.7312
B 0.97 -0.16 3.57 0.6330
C 0.51 -1.46 2.72 -0.7452
O -0.83 -1.34 2.27 -0.1268
O -1.03 -2.29 1.20 -0.4994
P 0.25 -0.22 5.38 -0.1389
O 0.87 1.16 6.10 -0.4841
Cl -1.74 0.38 5.27 -0.2874
C 0.93 1.07 0.80 0.5989
F 1.95 0.23 0.59 -0.2664
F -0.18 0.51 0.30 -0.2279
F 1.17 2.18 0.09 -0.2626
H 2.16 -0.22 3.76 -0.1741
H 0.63 -2.36 3.34 0.4143
H 1.16 -1.59 1.85 0.2580
H -0.66 -1.78 0.46 0.3584
H 1.35 0.88 6.89 0.2924
C 0.55 0.41 -3.10 -1.0373
C 0.05 1.09 -4.14 0.3809
C -1.20 0.65 -4.88 1.0505
O -1.56 1.35 -5.81 -0.6571
C -1.89 -0.55 -4.44 -0.9685
C -1.39 -1.22 -3.39 0.2692
C -0.13 -0.79 -2.66 1.1363
O 0.22 -1.49 -1.74 -0.6657
O -1.93 -2.33 -2.90 -0.5807
O 0.58 2.20 -4.64 -0.5921
H 1.43 0.73 -2.56 0.4629
H -2.78 -0.85 -4.96 0.4228
H -1.37 -2.58 -2.14 0.3828
H -0.01 2.47 -5.37 0.3761



92
Properties=species:S:1:pos:R:3:mulliken_charge:R:1 method="wB97M-V/def2-TZVPD" e_above_lowest_ev=0.846 max_force_ev_per_a=3.26 homo_ev=-9.65 multiplicity=1 smiles=CC(C)O.OCCO.OCCO.OCCO.OCCO.OCCO.OCCO.OCCO.OCCO homo_lumo_gap_ev=10.0
C -1.21 -4.26 -2.66 -0.9004
C -0.58 -4.63 -1.32 0.6957
C -0.98 -5.95 -0.72 -1.4396
O 0.81 -4.56 -1.46 -0.6026
H -2.28 -4.30 -2.73 0.4385
H -0.66 -4.83 -3.43 0.3042
H -0.94 -3.23 -2.98 0.0059
H -0.77 -3.91 -0.55 0.1033
H -2.09 -5.95 -0.78 0.3642
H -0.53 -6.09 0.27 0.3177
H -0.66 -6.79 -1.38 0.3417
H 1.18 -5.22 -2.09 0.3157
O 2.99 -2.71 4.80 -0.5296
C 2.67 -3.89 4.07 -0.4657
C 2.87 -3.64 2.56 -0.5143
O 2.09 -2.53 2.08 -0.5152
H 2.22 -2.13 4.76 0.2561
H 3.40 -4.62 4.36 0.3631
H 1.62 -4.10 4.26 0.2626
H 2.47 -4.52 2.02 0.2932
H 3.88 -3.50 2.18 0.3476
H 2.51 -1.70 2.39 0.1112
O -1.77 0.36 3.19 -0.5263
C -1.51 0.28 4.62 -0.5100
C -0.12 0.74 4.95 -0.4246
O 0.92 -0.12 4.36 -0.3136
H -1.63 -0.43 2.73 0.2104
H -2.25 0.95 5.07 0.3518
H -1.59 -0.76 5.01 0.2968
H 0.08 0.86 5.99 0.5125
H -0.19 1.77 4.53 0.1339
H 1.10 0.21 3.43 0.1419
O 0.05 4.42 1.57 -0.5804
C -0.36 4.54 0.26 -0.3459
C -1.73 5.11 -0.05 -0.3418
O -2.84 4.20 0.33 -0.6320
H -0.28 3.60 1.90 0.3491
H 0.33 5.18 -0.26 0.4870
H -0.38 3.56 -0.26 0.0123
H -1.72 5.33 -1.07 0.2598
H -1.86 6.11 0.48 0.3210
H -2.49 3.27 0.38 0.4434
O -4.02 2.82 -4.43 -0.5783
C -3.98 3.04 -3.02 -0.0171
C -4.92 4.03 -2.43 -0.4898
O -5.09 3.53 -1.05 -0.6326
H -3.53 3.52 -4.84 0.3087
H -4.24 2.06 -2.63 0.2426
H -2.92 3.14 -2.72 0.2228
H -5.93 4.05 -2.77 0.3003
H -4.53 5.07 -2.37 0.2488
H -4.43 3.97 -0.44 0.4464
O 3.92 2.25 4.05 -0.5764
C 3.24 2.13 2.75 -0.2093
C 3.87 0.96 1.99 0.0311
O 3.82 -0.30 2.69 -0.5021
H 3.46 1.60 4.58 0.3248
H 2.14 2.13 2.87 -0.1052
H 3.44 3.05 2.23 0.4487
H 4.90 1.17 1.71 0.3581
H 3.37 0.86 0.96 -0.0496
H 4.28 -0.19 3.57 0.3018
O -1.19 1.70 0.88 -0.4043
C -0.96 0.67 -0.15 -0.2353
C 0.37 0.02 0.17 1.1316
O 0.20 -0.75 1.39 -0.1359
H -1.11 1.35 1.80 0.2193
H -1.80 -0.10 -0.14 0.1187
H -1.00 1.10 -1.13 0.0037
H 1.12 0.77 0.26 0.0065
H 0.81 -0.64 -0.63 -0.5633
H 0.85 -1.46 1.36 0.3878
O -3.65 -0.14 -4.32 -0.6004
C -2.52 -0.17 -3.37 0.3439
C -1.19 0.31 -3.98 -0.5315
O -0.13 0.25 -3.03 -0.3806
H -3.69 0.79 -4.65 0.3657
H -2.71 0.37 -2.45 -0.0728
H -2.46 -1.24 -3.09 0.0477
H -1.25 1.36 -4.32 0.2972
H -0.87 -0.23 -4.87 0.3758
H 0.38 -0.55 -2.93 0.3162
O 2.60 0.93 -2.75 -0.5648
C 3.33 -0.18 -3.26 -0.6891
C 2.98 -1.48 -2.53 -0.0481
O 1.59 -1.86 -2.76 -0.5904
H 1.68 0.89 -2.99 0.4282
H 3.33 -0.27 -4.37 0.2795
H 4.38 0.05 -3.06 0.3690
H 3.13 -1.38 -1.43 -0.0148
H 3.65 -2.34 -2.74 0.4434
H 1.52 -2.75 -2.44 0.2251



Number 1: lowest unoccupied orbital energy 0.959 eV. Number 2: lowest unoccupied orbital energy -7.124 eV. Number 3: lowest unoccupied orbital energy 0.952 eV. Number 4: lowest unoccupied orbital energy 0.336 eV. Number 5: lowest unoccupied orbital energy 0.360 eV. Number 6: lowest unoccupied orbital energy 0.351 eV.